[1]
{
  "formula": "C43H73FN11S",
  "method": "ωB97M-V/def2-TZVPD",
  "fmax_ev_per_a": 7.29,
  "homo_energy_ev": -10.697,
  "charge": 1,
  "homo_lumo_gap_ev": 7.4,
  "lumo_ev": -3.302,
  "elements": ["C", "C", "C", "C", "C", "N", "C", "C", "F", "C", "N", "C", "S", "C", "C", "C", "N", "N", "C", "C", "C", "H", "H", "H", "H", "H", "H", "H", "H", "H", "H", "H", "H", "H", "H", "H", "H", "H", "H", "H", "H", "H", "H", "H", "H", "C", "C", "C", "C", "N", "H", "H", "H", "H", "H", "H", "H", "C", "C", "C", "C", "N", "H", "H", "H", "H", "H", "H", "H", "C", "C", "C", "C", "N", "H", "H", "H", "H", "H", "H", "H", "C", "C", "C", "C", "N", "H", "H", "H", "H", "H", "H", "H", "C", "C", "C", "C", "N", "H", "H", "H", "H", "H", "H", "H", "C", "C", "C", "C", "N", "H", "H", "H", "H", "H", "H", "H", "C", "C", "C", "C", "N", "H", "H", "H", "H", "H", "H", "H"],
  "xyz": [[-1.32244, -1.00106, 5.36331], [-1.73854, -1.32579, 4.26646], [-1.94973, -1.83403, 2.80250], [-1.44406, -0.74688, 1.74784], [0.14813, -0.51283, 1.92969], [0.68361, -1.12497, 0.64945], [2.10724, -0.62091, 0.57331], [2.40411, 0.45251, -0.52572], [2.60879, -0.12800, 1.79546], [-0.31690, -0.81342, -0.39151], [-0.05081, -1.10101, -1.80801], [0.66663, -2.08526, -1.99713], [1.68496, -3.33169, -1.92883], [-1.80581, -1.08320, 0.20130], [-2.67136, -0.04801, -0.62482], [-3.18009, 1.20766, 0.16175], [-4.31490, 0.82010, 1.04219], [-2.28372, -2.46671, 0.32093], [-2.16281, -3.21433, -0.74400], [-2.76328, -2.97388, -2.18368], [-1.36385, -4.57192, -0.56077], [-1.30168, -0.75373, 6.44829], [-1.39746, -2.80820, 2.70752], [-3.06079, -2.00489, 2.71663], [-1.84996, 0.19061, 2.20435], [0.47195, -1.08930, 2.82676], [0.17929, 0.61046, 1.97525], [0.78317, -2.12063, 0.88993], [2.75345, -1.51542, 0.32982], [2.53314, -0.04971, -1.52238], [1.60896, 1.24104, -0.64202], [3.35683, 1.00790, -0.30217], [-0.33193, 0.32163, -0.39129], [-3.59397, -0.60212, -0.97553], [-2.18287, 0.32726, -1.56911], [-2.35329, 1.64618, 0.80796], [-3.44459, 2.02803, -0.57064], [-4.05367, -0.09546, 1.41948], [-4.39370, 1.48605, 1.81212], [-2.41467, -1.99494, -2.58464], [-2.35282, -3.75477, -2.85052], [-3.88189, -2.98163, -2.22119], [-0.79348, -4.60932, 0.39989], [-2.17047, -5.36929, -0.48033], [-0.76766, -4.84275, -1.46830], [-3.21229, 5.32751, 0.86724], [-1.93870, 5.79949, 1.56068], [-0.73140, 5.83212, 0.61970], [-0.46195, 4.46852, 0.09275], [-0.25280, 3.41004, -0.31596], [-3.11577, 4.30115, 0.50279], [-4.05284, 5.34641, 1.56274], [-3.45907, 5.97164, 0.01981], [-1.72970, 5.14161, 2.40920], [-2.10299, 6.80081, 1.96485], [0.15324, 6.18776, 1.15127], [-0.91713, 6.50782, -0.21793], [1.94686, -1.27249, -5.06515], [2.95565, -0.71600, -6.06203], [4.30695, -0.39848, -5.41623], [4.13049, 0.62286, -4.34956], [3.99373, 1.41540, -3.52122], [1.71772, -0.54839, -4.27820], [1.00711, -1.51314, -5.56758], [2.32424, -2.18406, -4.59558], [2.54148, 0.18609, -6.52064], [3.10541, -1.44286, -6.86375], [5.00213, -0.01532, -6.16520], [4.74452, -1.29829, -4.97881], [-0.16726, -5.09189, 9.33260], [-0.45979, -4.51901, 7.95000], [0.48129, -3.37193, 7.56963], [0.33842, -2.25563, 8.53976], [0.22283, -1.38829, 9.29281], [-0.31158, -4.34502, 10.11615], [-0.84069, -5.92318, 9.54935], [0.85958, -5.46120, 9.39446], [-1.49683, -4.17202, 7.92192], [-0.36737, -5.31596, 7.20761], [0.24129, -3.00546, 6.56899], [1.51885, -3.71190, 7.56579], [7.50081, 3.10661, -4.05942], [8.81091, 3.13110, -4.84026], [8.68370, 2.51582, -6.23678], [8.26963, 1.09151, -6.13090], [7.95046, -0.01427, -6.04697], [7.15768, 2.08531, -3.88038], [7.63112, 3.57987, -3.08462], [6.71429, 3.64425, -4.59558], [9.57467, 2.59640, -4.26916], [9.14827, 4.16586, -4.93726], [9.64026, 2.56853, -6.75991], [7.94370, 3.05858, -6.82897], [-6.83141, 2.54947, -0.98765], [-7.11190, 3.17083, -2.35121], [-6.14980, 4.31228, -2.68952], [-6.27396, 5.39873, -1.68127], [-6.37218, 6.24162, -0.89943], [-6.96438, 3.27323, -0.18040], [-7.51885, 1.72342, -0.79804], [-5.81125, 2.16038, -0.93599], [-8.14197, 3.53662, -2.37078], [-7.03195, 2.39719, -3.11930], [-6.37773, 4.71760, -3.67718], [-5.11803, 3.95290, -2.70089], [3.20081, 0.84047, 9.45165], [4.52344, 0.82601, 8.69178], [4.42542, 0.11371, 7.33960], [4.02459, -1.30410, 7.53833], [3.71656, -2.40466, 7.69508], [2.86494, -0.16925, 9.69591], [3.31030, 1.38176, 10.39297], [2.41773, 1.33040, 8.86706], [5.28331, 0.34107, 9.31051], [4.85173, 1.85558, 8.52820], [5.38996, 0.14088, 6.82884], [3.68934, 0.60560, 6.69974], [-3.32467, -4.23158, -7.55870], [-3.65287, -2.74234, -7.54100], [-2.61843, -1.91268, -6.77366], [-2.55649, -2.35906, -5.35622], [-2.51139, -2.70725, -4.24910], [-3.32344, -4.65562, -6.55200], [-4.07022, -4.77735, -8.13888], [-2.34503, -4.41189, -8.00902], [-4.64203, -2.60208, -7.09681], [-3.70817, -2.37783, -8.56928], [-2.88899, -0.85511, -6.80080], [-1.62914, -2.02071, -7.22424]]
}

---

[2]
{
  "formula": "C43H73HfO5P2Si",
  "method": "ωB97M-V/def2-TZVPD",
  "fmax_ev_per_a": 2.57,
  "homo_energy_ev": -16.108,
  "charge": 3,
  "homo_lumo_gap_ev": 6.7,
  "lumo_ev": -9.399,
  "elements": ["Hf", "C", "Si", "C", "C", "C", "C", "C", "C", "P", "C", "C", "C", "C", "C", "C", "C", "C", "C", "C", "C", "C", "C", "C", "C", "C", "C", "C", "P", "C", "C", "C", "C", "C", "C", "C", "C", "C", "C", "C", "C", "H", "H", "H", "H", "H", "H", "H", "H", "H", "H", "H", "H", "H", "H", "H", "H", "H", "H", "H", "H", "H", "H", "H", "H", "H", "H", "H", "H", "H", "H", "H", "H", "H", "H", "H", "H", "H", "H", "H", "H", "H", "H", "H", "H", "H", "H", "H", "H", "H", "H", "H", "H", "H", "H", "H", "C", "O", "C", "C", "O", "C", "C", "O", "C", "H", "H", "H", "H", "H", "H", "H", "H", "H", "H", "H", "H", "H", "H", "O", "H", "H", "O", "H", "H"],
  "xyz": [[-0.82123, 1.17197, 0.84433], [-2.90193, -1.13733, 3.18293], [-2.03333, -1.08113, 1.48113], [-0.67943, -2.43603, 1.49723], [-1.26013, -3.71093, 1.53733], [-0.51883, -4.87613, 1.55343], [0.85997, -4.78383, 1.52313], [1.46047, -3.53723, 1.47023], [0.73207, -2.34653, 1.46233], [1.65347, -0.74013, 1.27373], [3.21867, -1.29023, 0.36103], [3.72417, -0.09003, -0.46657], [5.20457, -0.22353, -0.84937], [5.52147, -1.67903, -1.16207], [5.35877, -2.53453, 0.10063], [4.41197, -1.87783, 1.11493], [1.99197, -0.28463, 3.09643], [2.70367, -1.26353, 4.05653], [4.18447, -1.01243, 4.37953], [4.52487, 0.46627, 4.51703], [4.05897, 1.20977, 3.27123], [2.53847, 1.14897, 3.20203], [-3.33723, -1.29833, 0.09643], [-4.52333, -1.93813, 0.48203], [-5.51263, -2.27583, -0.42217], [-5.31333, -2.03083, -1.76947], [-4.15363, -1.39953, -2.17937], [-3.18283, -0.98323, -1.26947], [-1.69843, -0.11503, -1.95287], [-1.03113, -1.64753, -2.81687], [0.23787, -1.41333, -3.62427], [0.46957, -2.62323, -4.54397], [-0.10643, -3.90953, -3.94407], [0.05677, -3.89973, -2.42887], [-0.76293, -2.75883, -1.80377], [-2.40433, 0.74447, -3.50527], [-3.83563, 1.31997, -3.40707], [-3.95373, 2.71097, -4.03037], [-2.98553, 3.72427, -3.41927], [-1.57453, 3.13637, -3.23057], [-1.42553, 1.82277, -3.98927], [-3.25643, -2.15073, 3.36073], [-2.22993, -0.91023, 4.00543], [-3.76733, -0.48373, 3.23423], [-2.33693, -3.79213, 1.55183], [-1.00663, -5.83783, 1.58283], [1.47117, -5.67413, 1.53103], [2.53467, -3.51523, 1.41713], [2.84187, -2.05923, -0.32687], [3.14467, -0.04113, -1.38917], [3.57267, 0.83727, 0.09813], [5.40207, 0.40137, -1.72037], [5.85627, 0.12627, -0.04897], [4.85137, -2.01973, -1.95287], [6.53727, -1.76063, -1.54107], [4.98267, -3.52063, -0.17277], [6.32707, -2.67633, 0.58093], [4.13877, -2.61763, 1.86543], [4.94027, -1.07643, 1.62593], [0.93677, -0.25763, 3.43593], [2.15917, -1.20673, 5.00273], [2.58537, -2.28543, 3.69073], [4.40447, -1.52253, 5.31783], [4.83287, -1.44843, 3.62373], [4.04837, 0.88597, 5.40533], [5.60087, 0.58187, 4.63853], [4.38337, 2.25097, 3.30613], [4.49747, 0.74917, 2.38633], [2.17537, 1.59587, 4.13103], [2.16177, 1.75107, 2.35633], [-4.68243, -2.17753, 1.52113], [-6.42113, -2.74503, -0.07857], [-6.04713, -2.33653, -2.49797], [-4.00173, -1.24643, -3.23537], [-1.82763, -1.97033, -3.49417], [0.17397, -0.51243, -4.23287], [1.07297, -1.29263, -2.92877], [0.01487, -2.43773, -5.51677], [1.53977, -2.74403, -4.70587], [-1.16183, -4.02483, -4.19317], [0.40907, -4.76673, -4.36987], [-0.27303, -4.85083, -2.01547], [1.11527, -3.79263, -2.18947], [-1.71013, -3.15563, -1.43617], [-0.22083, -2.33273, -0.95237], [-2.39413, -0.04503, -4.26487], [-4.52843, 0.67397, -3.94477], [-4.19683, 1.33927, -2.37657], [-3.78963, 2.62987, -5.10427], [-4.97443, 3.06987, -3.90027], [-2.93723, 4.59057, -4.07777], [-3.38423, 4.08527, -2.46707], [-0.83233, 3.84437, -3.60207], [-1.34823, 2.96317, -2.16707], [-1.61493, 2.00567, -5.04697], [-0.39993, 1.46037, -3.90407], [1.45157, 2.09217, -1.70127], [0.82787, 2.59257, -0.50997], [1.34867, 3.88787, -0.18607], [0.45707, 4.56957, 0.86743], [-0.76373, 3.83967, 1.04183], [-1.70803, 4.62847, 1.78963], [-3.00883, 3.84337, 1.96213], [-2.77973, 2.52087, 2.46193], [-3.17043, 2.38847, 3.83983], [2.53737, 2.07967, -1.58447], [1.19447, 2.72117, -2.56037], [1.06717, 1.07867, -1.84377], [1.38177, 4.49507, -1.09657], [2.37277, 3.78047, 0.19273], [0.21317, 5.58777, 0.54233], [0.98327, 4.63587, 1.82893], [-1.92493, 5.55487, 1.24163], [-1.26793, 4.89577, 2.76013], [-3.49603, 3.74867, 0.98943], [-3.66503, 4.40427, 2.63133], [-4.25413, 2.49317, 3.94193], [-2.67013, 3.13307, 4.46403], [-2.87673, 1.39527, 4.17043], [-0.25763, 2.02377, 3.37563], [0.00277, 2.93267, 3.57843], [-0.24553, 1.57757, 4.23453], [-3.02183, 2.01397, -0.41817], [-3.04203, 2.46417, -1.28457], [-3.95083, 1.80817, -0.23257]]
}